# C4H8O

A 2-piece molecular cluster, C4H8O overall at a distorted geometry (the ωB97M-V functional and the def2-TZVPD basis, the OMol25 dataset).

Results
HOMO-LUMO gap	0.331	hartree
HOMO level	-8.5	eV
calculated total energy	-232.34011	Eh
energy above the lowest of the compared OMol25 structures with the same formula, charge and spin	2.8714	eV
largest force on an atom	4.09	eV Å⁻¹

```
13
C4H8O | the OMol25 dataset | the ωB97M-V functional and the def2-TZVPD basis
C -1.3141 0.2796 0.3294
C -0.0573 0.1039 -0.4782
C 0.5212 -1.3262 -0.4521
C 0.8773 1.1114 0.2071
O 0.8140 1.4210 1.3882
H -1.8616 -0.6031 0.6470
H -0.4610 0.7854 1.5713
H -1.9510 1.1230 0.0200
H -0.0826 0.4386 -1.5271
H 1.5044 -1.3837 -0.9356
H -0.1644 -2.0007 -0.9794
H 0.6234 -1.6862 0.5774
H 1.5517 1.7369 -0.3680
```

Now the Mulliken charges, all in e:
1 C -1.3446
2 C 0.5994
3 C -1.3587
4 C -0.1573
5 O -0.4317
6 H 0.3239
7 H 0.3410
8 H 0.2872
9 H 0.3128
10 H 0.3764
11 H 0.3303
12 H 0.3330
13 H 0.3882